A molecular structure, C4H13NO3. Source: OMol25; level of theory: wB97M-V/def2-TZVPD.

Values from the calculation:
2S+1   1
ΔE to the lowest compared entry with this formula, charge and spin   527.2 kJ/mol
Total charge   0
Largest force on an atom   4.93 eV/Å

Last column: Mulliken charge in e.
Cartesian coordinates (Å):
1 C -0.889932 1.133504 -0.799476  0.14
2 C -0.413104 -0.571040 1.331544  -0.37
3 C -2.097693 1.708747 -0.142627  -1.09
4 N 0.267350 1.701714 -0.872955  -0.34
5 O -1.492490 -1.346767 0.927221  -0.47
6 H -1.153275 -2.169200 0.558814  0.34
7 H -1.006215 0.236264 -1.380132  0.38
8 H 1.308601 0.999642 -1.248230  0.33
9 H 0.447170 2.464043 -0.227846  0.23
10 H -0.768036 0.368060 1.752265  0.33
11 H 0.136555 -1.035223 2.158655  0.34
12 H -2.672847 0.906023 0.321654  0.30
13 H -1.826522 2.439067 0.619539  0.35
14 H -2.728937 2.185338 -0.891477  0.34
15 C 1.745761 -1.855894 0.366362  -0.78
16 O 0.971705 -0.690023 0.213352  -0.23
17 O 2.254356 0.154830 -1.520172  -0.86
18 H 2.031498 -0.152245 -2.412034  0.22
19 H 1.408420 -2.655513 -0.300762  0.27
20 H 2.781730 -1.599638 0.144614  0.23
21 H 1.695906 -2.221691 1.401691  0.34

Atoms 1-2, force components in eV/Å:
1.32 1.86 -0.71
3.21 -3.03 0.11

***

3 unconnected molecules or ions with the total composition C4H13NO3. Source: OMol25; level of theory: wB97M-V/def2-TZVPD.

Values from the calculation:
2S+1   1
ΔE to the lowest compared entry with this formula, charge and spin   229.0 kJ/mol
Total charge   0
Largest force on an atom   3.44 eV/Å

Last column: Mulliken charge in e.
Cartesian coordinates (Å):
1 C -0.818651 2.541054 1.254042  -1.15
2 C -1.418877 1.157637 1.516016  -0.37
3 N -0.441006 0.045454 1.355987  -0.25
4 C 0.042260 -0.731606 2.461466  -0.55
5 C 0.820454 -1.954513 1.779485  0.01
6 O 1.902595 -2.257274 2.191776  -0.48
7 H -1.642317 3.249691 1.446115  0.35
8 H -0.540156 2.662864 0.192106  0.33
9 H -0.010971 2.835074 1.919694  0.34
10 H -2.168787 0.983094 0.724678  0.23
11 H -1.787154 1.038387 2.537345  0.30
12 H 0.353628 0.472491 0.880076  0.17
13 H 0.670010 -0.288277 3.235662  0.30
14 H -0.830377 -1.145583 3.002400  0.35
15 H 0.235883 -2.494147 1.040202  0.41
16 O 0.958966 -0.397032 -7.105987  -0.64
17 H 1.118214 -0.010701 -6.239789  0.32
18 H 1.169094 -1.330421 -7.001474  0.32
19 O 0.716285 -1.563222 -2.066557  -0.64
20 H 1.025348 -2.151739 -1.374607  0.32
21 H 0.645559 -0.661231 -1.748636  0.32

Atoms 1-2, force components in eV/Å:
-1.08 0.26 0.04
0.89 -0.96 -0.26

***

3 unconnected molecules or ions with the total composition C4H13NO3. Source: OMol25; level of theory: wB97M-V/def2-TZVPD.

Values from the calculation:
2S+1   1
ΔE to the lowest compared entry with this formula, charge and spin   349.2 kJ/mol
Total charge   0
Largest force on an atom   6.37 eV/Å

Last column: Mulliken charge in e.
Cartesian coordinates (Å):
1 C -1.614957 -0.184717 -2.387232  -1.05
2 N -0.601632 0.244034 -1.348900  -0.28
3 C 0.167051 -0.722367 -0.640699  0.13
4 C -0.374664 -1.661662 0.530650  -1.23
5 C 0.875641 -1.649234 -1.770280  -0.46
6 O 1.206747 -2.799925 -1.659593  -0.52
7 H -1.015265 -0.684868 -3.092456  0.36
8 H -2.472192 -0.710998 -2.176196  0.31
9 H -1.885468 0.712529 -2.872808  0.39
10 H -0.954482 1.023040 -0.733728  0.25
11 H 0.999408 -0.120102 -0.346999  0.42
12 H -1.004822 -1.045753 1.075247  0.43
13 H -0.922726 -2.596911 0.185768  0.31
14 H 0.559341 -1.855830 1.150929  0.31
15 H 1.136918 -1.346643 -2.709924  0.61
16 O 1.682411 0.897308 1.547448  -0.65
17 H 2.498740 0.698156 2.209229  0.34
18 H 1.115538 0.192175 1.557977  0.33
19 O 0.029518 3.638148 4.045725  -0.62
20 H -0.391613 4.248220 3.492094  0.31
21 H 0.966507 3.725401 3.943747  0.31

Atoms 1-2, force components in eV/Å:
3.19 1.88 1.03
-2.73 1.06 0.14

***

3 unconnected molecules or ions with the total composition C4H13NO3S2. Source: OMol25; level of theory: wB97M-V/def2-TZVPD.

Values from the calculation:
2S+1   1
ΔE to the lowest compared entry with this formula, charge and spin   145.5 kJ/mol
Total charge   0
Largest force on an atom   2.34 eV/Å

Last column: Mulliken charge in e.
Cartesian coordinates (Å):
1 C 2.252850 -1.165637 -1.410984  -0.71
2 S 2.841432 0.363855 -0.721280  -0.11
3 S 2.379444 0.579625 1.191075  -0.05
4 C 0.617510 1.059163 1.203686  -0.72
5 C -0.398325 0.037522 1.772857  0.52
6 N -1.326504 -0.483523 0.757875  -0.70
7 C 0.186550 -1.178166 2.499669  -0.21
8 O 0.826783 -2.083810 2.036268  -0.42
9 H 2.991580 -1.955499 -1.522368  0.35
10 H 1.314482 -1.621090 -1.046419  0.17
11 H 1.797514 -0.981928 -2.398854  0.28
12 H 0.341294 1.374967 0.208423  0.19
13 H 0.656637 1.950827 1.831331  0.41
14 H -0.884760 0.571966 2.598571  0.27
15 H -0.782205 -1.157748 0.224488  0.31
16 H -1.582732 0.225692 0.102014  0.02
17 H -0.201233 -1.294366 3.517771  0.32
18 O -1.177099 -0.322934 -2.063196  -0.55
19 H -1.175310 0.317495 -2.786029  0.28
20 H -1.918109 -0.929901 -2.297162  0.29
21 O -2.494221 2.514704 -1.273779  -0.62
22 H -2.607146 1.760264 -0.670846  0.39
23 H -1.658433 2.418515 -1.753119  0.28

Atoms 1-2, force components in eV/Å:
-1.69 -1.32 -0.94
0.31 0.50 -1.24

***

A gas-phase ion, C4H13NOP (charge +1). Source: OMol25; level of theory: wB97M-V/def2-TZVPD.

Values from the calculation:
2S+1   1
ΔE to the lowest compared entry with this formula, charge and spin   321.8 kJ/mol
Total charge   +1
Largest force on an atom   5.72 eV/Å

Last column: Mulliken charge in e.
Cartesian coordinates (Å):
1 C -0.583323 2.138058 -1.870188  -0.81
2 P -0.356862 0.591486 -1.288599  0.54
3 O 1.037875 0.210397 -1.844176  -0.40
4 N 0.051987 -0.401423 0.495023  0.05
5 C 0.319609 -1.897017 0.298634  -1.17
6 C 1.160801 0.200823 1.285580  -0.77
7 C -1.217197 -0.176805 1.183791  -1.30
8 H 0.047155 2.858506 -1.577852  0.41
9 H -1.635549 2.583821 -1.850400  0.29
10 H -1.182528 -0.545216 -1.755842  0.15
11 H 1.495470 0.890215 -2.183904  0.30
12 H 1.298417 -2.102651 0.048638  0.44
13 H 0.145552 -2.475809 1.143988  0.49
14 H -0.286683 -2.282875 -0.472101  0.40
15 H 1.574181 0.977774 0.690592  0.30
16 H 0.790227 0.504368 2.318329  0.32
17 H 1.922118 -0.615140 1.503003  0.32
18 H -1.167628 -0.635182 2.139511  0.50
19 H -1.473499 0.900258 1.111258  0.42
20 H -1.940123 -0.723588 0.624715  0.52

Atoms 1-2, force components in eV/Å:
-5.37 -1.96 0.30
-0.54 -1.07 -0.89

***

2 unconnected molecules or ions with the total composition C4H13NOS. Source: OMol25; level of theory: wB97M-V/def2-TZVPD.

Values from the calculation:
2S+1   2
ΔE to the lowest compared entry with this formula, charge and spin   181.3 kJ/mol
Total charge   -1
Largest force on an atom   3.47 eV/Å
⟨S²⟩   0.750

Last column: Mulliken charge in e.
Cartesian coordinates (Å):
1 C -0.709801 -1.827328 0.546273  -2.19
2 C -1.067225 -1.091459 -0.824446  -0.07
3 C -0.938603 0.413784 -0.648356  -0.86
4 S -0.587206 1.281984 -2.094149  -0.20
5 C 1.184566 1.915212 -1.930079  -0.80
6 N 0.448988 -1.450123 1.322712  -0.21
7 H -0.758505 -2.970091 0.477442  0.16
8 H -1.578268 -1.744919 1.196559  0.53
9 H -2.171259 -1.202312 -0.997606  0.25
10 H -0.362118 -1.562851 -1.495822  0.52
11 H -0.124845 0.642259 0.015270  0.40
12 H -1.879230 0.682873 0.000242  0.41
13 H 1.530409 2.147518 -2.980613  0.30
14 H 1.118418 2.880238 -1.396119  0.24
15 H 1.579286 1.080574 -1.414147  0.27
16 H 1.300190 -1.618036 0.832218  0.26
17 H 0.592292 -2.017397 2.180769  0.46
18 H 1.747022 0.219162 5.235772  0.75
19 H 1.082251 -1.008124 4.451404  0.60
20 O 1.670390 -0.293878 4.410209  -1.81

Atoms 1-2, force components in eV/Å:
-1.64 -2.05 0.52
0.14 -0.78 2.56

***

2 unconnected molecules or ions with the total composition C4H13NOS. Source: OMol25; level of theory: wB97M-V/def2-TZVPD.

Values from the calculation:
2S+1   1
ΔE to the lowest compared entry with this formula, charge and spin   141.7 kJ/mol
Total charge   0
Largest force on an atom   4.80 eV/Å

Last column: Mulliken charge in e.
Cartesian coordinates (Å):
1 N 2.267116 -0.349086 1.300656  -0.52
2 C 0.813124 -0.578804 1.252819  -0.48
3 C 0.021176 0.676716 0.868917  -0.48
4 C 0.023209 1.360464 -0.472339  -0.65
5 C -0.960388 0.781913 -1.449048  -0.15
6 S -2.694035 1.264273 -1.153788  -0.24
7 H 2.619192 -0.070624 0.406901  0.18
8 H 2.660687 0.027471 2.141017  0.21
9 H 0.674433 -1.400302 0.563424  0.10
10 H 0.445041 -0.906814 2.222179  0.36
11 H -1.001925 0.477983 1.309903  0.34
12 H 0.053726 1.375458 1.736461  0.37
13 H 1.064845 1.173033 -0.768916  0.25
14 H -0.187505 2.429943 -0.348758  0.29
15 H -1.019254 -0.314032 -1.382591  0.00
16 H -0.792901 1.012734 -2.506940  0.36
17 H -2.547268 2.318672 -0.349734  0.10
18 O -0.707881 -3.398620 -1.121216  -0.66
19 H -0.740240 -2.634638 -0.507055  0.29
20 H 0.008851 -3.245731 -1.741897  0.34

Atoms 1-2, force components in eV/Å:
-0.97 -1.31 -0.04
1.24 1.29 -0.38

***

2 unconnected molecules or ions with the total composition C4H13NOS. Source: OMol25; level of theory: wB97M-V/def2-TZVPD.

Values from the calculation:
2S+1   1
ΔE to the lowest compared entry with this formula, charge and spin   75.3 kJ/mol
Total charge   0
Largest force on an atom   1.80 eV/Å

Last column: Mulliken charge in e.
Cartesian coordinates (Å):
1 C 0.150527 1.611533 -1.420925  -1.01
2 N 0.656730 0.358251 -0.845389  -0.37
3 C 0.432453 0.355528 0.611095  0.46
4 C 1.269920 -0.776442 1.211627  -1.55
5 C -1.046152 0.121550 0.919636  -0.79
6 S -1.646389 1.065268 2.351457  -0.22
7 H -0.881894 1.403658 -1.710955  0.31
8 H 0.286128 2.547698 -0.865509  0.32
9 H 0.567186 1.838539 -2.402939  0.38
10 H 1.653396 0.287116 -1.034554  0.24
11 H 0.826873 1.269060 1.058756  0.41
12 H 1.266878 -0.714966 2.307309  0.34
13 H 0.837794 -1.730869 0.917658  0.31
14 H 2.324581 -0.826118 0.948442  0.40
15 H -1.615529 0.444466 0.082554  0.26
16 H -1.255418 -0.941790 1.006599  0.41
17 H -1.595233 0.045354 3.216926  0.13
18 O -1.025035 -2.272785 -2.383736  -0.68
19 H -0.435371 -2.728741 -1.769051  0.32
20 H -0.771449 -1.356303 -2.199006  0.33

Atoms 1-2, force components in eV/Å:
-0.43 -0.41 -1.39
0.09 0.85 0.10

***

2 unconnected molecules or ions with the total composition C4H13NOS. Source: OMol25; level of theory: wB97M-V/def2-TZVPD.

Values from the calculation:
2S+1   1
ΔE to the lowest compared entry with this formula, charge and spin   117.3 kJ/mol
Total charge   0
Largest force on an atom   2.54 eV/Å

Last column: Mulliken charge in e.
Cartesian coordinates (Å):
1 N -1.402818 0.254816 1.778675  -0.67
2 C 0.070866 0.444094 1.560349  -0.30
3 C 0.689226 -0.952676 1.409634  -0.61
4 C 0.378200 -1.558629 0.047904  -0.35
5 C 1.408510 -1.430104 -1.069723  -0.83
6 S 2.027326 0.318761 -1.589380  -0.20
7 H -1.873568 -0.020703 0.930334  0.22
8 H -1.775114 1.156519 2.066919  0.23
9 H 0.230008 1.111477 0.718310  0.17
10 H 0.482275 0.865141 2.476504  0.36
11 H 1.725121 -1.149786 1.714755  0.42
12 H 0.130726 -1.525613 2.156804  0.33
13 H -0.471696 -1.003765 -0.354194  0.12
14 H 0.133739 -2.626840 -0.063262  0.33
15 H 1.052826 -1.872905 -1.993161  0.41
16 H 2.434842 -1.703796 -0.814352  0.34
17 H 0.954269 1.122492 -1.476802  0.04
18 O -1.925165 3.258743 -2.480204  -0.64
19 H -1.730414 2.545631 -3.111769  0.32
20 H -2.539157 2.767142 -1.907344  0.32

Atoms 1-2, force components in eV/Å:
0.85 0.57 0.52
-0.50 -0.76 0.41

***

3 unconnected molecules or ions with the total composition C4H13NOS2. Source: OMol25; level of theory: wB97M-V/def2-TZVPD.

Values from the calculation:
2S+1   1
ΔE to the lowest compared entry with this formula, charge and spin   657.1 kJ/mol
Total charge   0
Largest force on an atom   3.44 eV/Å

Last column: Mulliken charge in e.
Cartesian coordinates (Å):
1 S 3.330447 1.025250 -0.506894  -0.32
2 S -2.414320 -0.076096 -0.212505  -0.25
3 C -1.483915 1.444245 -0.264659  -0.71
4 C -0.102348 1.114840 0.404865  -0.33
5 C 0.375716 -0.260652 0.281351  -0.99
6 N 0.392812 -0.658761 -1.171821  -0.06
7 C 1.351831 -1.669477 -1.371765  -0.70
8 H 4.263784 1.221969 -1.434644  0.14
9 H -1.243827 1.717384 -1.281227  0.38
10 H -1.881748 2.281562 0.192984  0.46
11 H 0.531379 1.855414 -0.107427  0.20
12 H -0.031553 1.432353 1.495414  0.31
13 H -0.176512 -0.995371 0.947365  0.31
14 H 1.421863 -0.243475 0.574099  0.60
15 H -0.578882 -0.985607 -1.343482  0.19
16 H 1.427390 -1.804465 -2.465963  0.30
17 H 2.217821 -1.234874 -0.968900  0.26
18 H 1.075870 -2.692179 -0.979809  0.26
19 H -3.104386 -0.319068 3.472538  0.28
20 H -2.717748 -0.364665 1.915551  0.26
21 O -2.653677 -0.788330 2.824925  -0.61

Atoms 1-2, force components in eV/Å:
-0.49 -0.03 0.34
-0.27 0.75 -0.49

***

Number 1: DFT total energy -11987.0076 eV. Number 2: DFT total energy -11990.0982 eV. Number 3: DFT total energy -11988.8521 eV. Number 4: DFT total energy -33660.6307 eV. Number 5: DFT total energy -17175.9957 eV. Number 6: DFT total energy -18728.9097 eV. Number 7: DFT total energy -18730.5422 eV. Number 8: DFT total energy -18731.2309 eV. Number 9: DFT total energy -18730.7952 eV. Number 10: DFT total energy -29560.5724 eV.